Arrangement 1

C4H11N2S | wB97M-V/def2-TZVPD

**E_HOMO**: -2.590 eV
**E_LUMO**: 4.10 eV
**Spin multiplicity**: 1
**Net charge**: -1
**SMILES**: NCNCCC[S-]

Each atom is followed by the atoms it is bonded to, with distances in Å.
Element x y z (Å)
1 N 0.706 2.839 -0.416  C2 1.476, H8 1.024, H9 1.020
2 C 0.033 1.749 -1.148  N1 1.476, N3 1.426, H10 1.106, H11 1.076
3 N -0.380 0.591 -0.426  C2 1.426, C4 1.483, H12 1.017
4 C 0.405 -0.652 -0.615  N3 1.483, C5 1.522, H13 1.102, H14 1.102
5 C -0.290 -1.831 0.051  C4 1.522, C6 1.541, H15 1.109, H16 1.101
6 C -0.337 -1.770 1.590  C5 1.541, S7 1.842, H17 1.078, H18 1.087
7 S -0.690 -0.248 2.566  C6 1.842
8 H 1.264 2.359 0.296  N1 1.024
9 H -0.014 3.246 0.181  N1 1.020
10 H 0.561 1.355 -2.036  C2 1.106
11 H -0.843 2.199 -1.582  C2 1.076
12 H -0.721 0.595 0.533  N3 1.017
13 H 1.442 -0.417 -0.325  C4 1.102
14 H 0.436 -0.775 -1.710  C4 1.102
15 H -1.289 -1.894 -0.426  C5 1.109
16 H 0.134 -2.770 -0.335  C5 1.101
17 H 0.641 -2.032 1.959  C6 1.078
18 H -1.058 -2.544 1.843  C6 1.087


Arrangement 2

C4H11N2S | wB97M-V/def2-TZVPD

**E_HOMO**: -2.444 eV
**E_LUMO**: 3.69 eV
**Spin multiplicity**: 1
**Net charge**: -1
**SMILES**: C[C@H](C[S-])NCN

Each atom is followed by the atoms it is bonded to, with distances in Å.
Element x y z (Å)
1 C -0.271 -1.574 -1.259  C2 1.507, H8 1.107, H9 1.095, H10 1.095
2 C 0.175 -0.596 -0.202  C1 1.507, C3 1.558, N5 1.592, H11 1.102
3 C -1.038 -0.009 0.581  C2 1.558, S4 1.792, H12 1.124, H13 1.108
4 S -1.923 -1.395 1.293  C3 1.792
5 N 1.211 0.435 -0.833  C2 1.592, C6 1.507, H14 1.028
6 C 1.101 1.771 -0.146  N5 1.507, N7 1.501, H15 1.088, H16 1.099
7 N 2.235 2.676 -0.530  C6 1.501, H17 1.020, H18 1.061
8 H 0.391 -1.682 -2.140  C1 1.107
9 H -0.488 -2.543 -0.798  C1 1.095
10 H -1.136 -1.188 -1.807  C1 1.095
11 H 0.878 -1.148 0.442  C2 1.102
12 H -0.654 0.693 1.370  C3 1.124
13 H -1.640 0.550 -0.162  C3 1.108
14 H 2.089 0.158 -0.376  N5 1.028
15 H 1.150 1.705 0.939  C6 1.088
16 H 0.116 2.206 -0.365  C6 1.099
17 H 2.607 2.208 -1.356  N7 1.020
18 H 2.922 2.384 0.224  N7 1.061


Arrangement 3

C4H11N2S | wB97M-V/def2-TZVPD

**E_HOMO**: -2.325 eV
**E_LUMO**: 3.60 eV
**Spin multiplicity**: 1
**Net charge**: -1
**SMILES**: NCNCCC[S-]

Each atom is followed by the atoms it is bonded to, with distances in Å.
Element x y z (Å)
1 N 0.579 2.815 0.933  C2 1.461, H8 1.013, H9 1.012
2 C 1.720 1.910 0.815  N1 1.461, N3 1.443, H10 1.098, H11 1.103
3 N 1.602 0.997 -0.296  C2 1.443, C4 1.458, H12 1.004
4 C 0.364 0.890 -1.060  N3 1.458, C5 1.531, H13 1.089, H14 1.101
5 C -0.728 0.015 -0.437  C4 1.531, C6 1.523, H15 1.092, H16 1.089
6 C -0.478 -1.473 -0.643  C5 1.523, S7 1.789, H17 1.088, H18 1.104
7 S -1.573 -2.580 0.239  C6 1.789
8 H -0.279 2.309 0.748  N1 1.013
9 H 0.488 3.152 1.883  N1 1.012
10 H 1.895 1.331 1.731  C2 1.098
11 H 2.612 2.550 0.708  C2 1.103
12 H 1.967 0.077 -0.127  N3 1.004
13 H 0.525 0.561 -2.085  C4 1.089
14 H 0.020 1.917 -1.257  C4 1.101
15 H -0.758 0.223 0.634  C5 1.092
16 H -1.696 0.331 -0.825  C5 1.089
17 H 0.563 -1.623 -0.364  C6 1.088
18 H -0.367 -1.620 -1.731  C6 1.104


Relative to the most stable structure, the computed energies are arrangement 1 0.0; arrangement 2 43.4; arrangement 3 10.2, all in kJ/mol.